[1]
C48H51FN2O4P2Sb2Tl as an isolated structure in a non-equilibrium geometry. Source: the Open Molecules 2025 dataset; level of theory: the ωB97M-V functional and the def2-TZVPD basis.

Geometry as XYZ:
```
111
Properties=species:S:1:pos:R:3
Tl 0.278 -0.373 -1.610
N 2.870 0.870 -0.878
C 3.676 2.047 -0.939
C 5.052 1.910 -1.112
C 5.898 3.004 -1.135
C 5.392 4.288 -0.978
C 4.031 4.455 -0.849
C 3.164 3.350 -0.837
P 1.469 3.892 -0.758
C 1.060 4.552 0.849
C 1.476 3.739 1.910
C 1.122 4.071 3.203
C 0.356 5.208 3.442
C -0.027 6.028 2.392
C 0.327 5.711 1.089
C 0.968 4.667 -2.277
C -0.087 5.580 -2.349
C -0.468 6.076 -3.583
C 0.183 5.653 -4.735
C 1.237 4.750 -4.661
C 1.641 4.261 -3.433
H 3.452 0.069 -1.097
H 2.498 0.727 0.054
H 5.462 0.911 -1.212
H 6.962 2.851 -1.254
H 6.052 5.144 -0.961
H 3.612 5.452 -0.753
H 2.081 2.861 1.714
H 1.452 3.449 4.025
H 0.070 5.459 4.454
H -0.604 6.923 2.580
H 0.044 6.373 0.285
H -0.619 5.894 -1.464
H -1.273 6.795 -3.647
H -0.128 6.037 -5.697
H 1.753 4.442 -5.560
H 2.476 3.573 -3.365
C -3.648 0.023 0.651
C -3.071 0.753 1.864
C -1.589 0.459 2.088
Sb -1.450 -1.566 2.837
C -1.429 -1.054 4.938
C -0.241 -0.569 5.467
C -0.197 -0.206 6.806
C -1.328 -0.338 7.601
C -2.508 -0.826 7.061
C -2.565 -1.192 5.723
C 0.649 -1.870 2.602
C 1.492 -0.815 2.266
C 2.870 -0.986 2.311
C 3.407 -2.215 2.669
C 2.570 -3.275 2.982
C 1.194 -3.097 2.961
Sb -2.895 -2.019 0.356
C -0.426 -4.386 -0.569
C 0.352 -4.286 -1.807
C 1.740 -4.606 -1.314
C 1.722 -5.994 -0.667
C 0.651 -6.415 0.019
C -0.281 -5.341 0.364
C -4.552 -3.178 1.033
C -4.506 -4.538 0.722
C -5.579 -5.356 1.037
C -6.703 -4.816 1.647
C -6.757 -3.459 1.942
C -5.683 -2.638 1.640
H -3.365 0.544 -0.267
H -4.736 -0.005 0.694
H -3.632 0.482 2.764
H -3.208 1.828 1.722
H -1.152 1.149 2.812
H -1.036 0.545 1.146
H 0.651 -0.488 4.859
H 0.723 0.174 7.227
H -1.286 -0.069 8.648
H -3.388 -0.928 7.682
H -3.488 -1.584 5.313
H 1.067 0.157 2.026
H 3.535 -0.152 2.111
H 4.481 -2.338 2.727
H 2.992 -4.230 3.263
H 0.544 -3.915 3.250
H -0.046 -4.264 -2.812
H 2.586 -4.471 -1.983
H 2.593 -6.622 -0.809
H 0.586 -7.404 0.452
H -0.671 -5.266 1.374
H -3.638 -4.953 0.221
H -5.545 -6.410 0.795
H -7.543 -5.452 1.888
H -7.644 -3.040 2.399
H -5.739 -1.582 1.877
O 1.628 -3.435 -0.411
N 0.250 -3.133 -0.851
F 0.572 2.562 -0.736
C -1.479 0.693 -6.863
O -0.571 -0.253 -6.279
P -0.603 -0.727 -4.741
O -0.137 -2.267 -4.943
C -0.535 -3.115 -6.035
O 0.863 -0.153 -4.194
C 2.065 -0.354 -4.964
H -1.054 0.970 -7.824
H -1.586 1.583 -6.242
H -2.457 0.241 -7.021
H -1.485 -3.601 -5.814
H 0.240 -3.870 -6.147
H -0.614 -2.551 -6.960
H 2.819 0.321 -4.564
H 1.889 -0.128 -6.013
H 2.405 -1.384 -4.867
```

Charge   +3
Electronic energy   -100809.0949 eV
ΔE to the lowest compared entry with this formula, charge and spin   99.1 kJ/mol
Orbital gap   6.978 eV
HOMO level   -0.552 hartree


[2]
The molecule C17H23ClN2O2S. Source: the Open Molecules 2025 dataset; level of theory: the ωB97M-V functional and the def2-TZVPD basis.

Geometry as XYZ:
```
46
Properties=species:S:1:pos:R:3
C -2.231 -3.283 1.048
S -1.579 -2.483 -0.447
C 0.107 -2.063 0.144
C 1.119 -2.209 -0.984
C 2.512 -1.806 -0.513
O 3.304 -2.646 -0.127
N 2.829 -0.493 -0.548
C 4.152 -0.062 -0.138
C 4.069 0.866 1.072
C 3.142 2.045 0.781
C 1.774 1.514 0.356
C 0.764 2.632 0.052
N -0.599 2.173 0.202
C -1.278 1.586 -0.807
O -0.858 1.556 -1.949
C -2.624 1.012 -0.474
C -3.535 0.990 -1.530
C -4.797 0.450 -1.392
C -5.176 -0.104 -0.182
C -4.287 -0.114 0.877
C -3.024 0.439 0.731
Cl -1.983 0.327 2.120
C 1.960 0.611 -0.873
H -3.267 -3.532 0.840
H -1.665 -4.187 1.253
H -2.174 -2.596 1.887
H 0.075 -1.041 0.525
H 0.346 -2.745 0.959
H 1.174 -3.261 -1.271
H 0.804 -1.635 -1.855
H 4.732 -0.956 0.096
H 4.623 0.464 -0.977
H 5.069 1.222 1.323
H 3.685 0.304 1.926
H 3.560 2.657 -0.022
H 3.046 2.673 1.669
H 1.374 0.907 1.178
H 0.916 3.473 0.734
H 0.886 2.977 -0.977
H -0.957 2.108 1.142
H -3.209 1.407 -2.471
H -5.480 0.452 -2.228
H -6.156 -0.538 -0.058
H -4.566 -0.559 1.820
H 0.997 0.265 -1.237
H 2.426 1.200 -1.673
```

Charge   0
Electronic energy   -48436.7807 eV
ΔE to the lowest compared entry with this formula, charge and spin   0.0 kJ/mol
SMILES   CSCCC(=O)N1CCC[C@@H](CNC(=O)c2ccccc2Cl)C1
Orbital gap   8.971 eV
HOMO level   -0.310 hartree


[3]
A 2-piece molecular cluster, C4H8N2O overall in a non-equilibrium geometry. Source: the Open Molecules 2025 dataset; level of theory: the ωB97M-V functional and the def2-TZVPD basis.

Geometry as XYZ:
```
15
Properties=species:S:1:pos:R:3
C -0.416 1.504 -2.274
C -0.424 0.275 -1.903
C -0.539 -1.159 1.766
C 0.554 -1.008 0.712
N 0.804 1.380 0.198
N 0.413 0.232 0.009
O 1.433 1.817 1.168
H -0.794 1.870 -3.216
H 0.015 2.226 -1.581
H -0.691 -0.723 -2.151
H -0.484 -0.338 2.477
H -1.522 -1.151 1.300
H -0.408 -2.098 2.301
H 1.539 -0.994 1.199
H 0.521 -1.832 -0.006
```

Charge   0
Electronic energy   -9299.6621 eV
ΔE to the lowest compared entry with this formula, charge and spin   649.4 kJ/mol
Orbital gap (spin up / spin down)   8.538 / 8.539 eV
HOMO level (spin up / spin down)   -0.299 / -0.299 hartree


[4]
C14H24MoNO2P as an isolated structure in a non-equilibrium geometry. Source: the Open Molecules 2025 dataset; level of theory: the ωB97M-V functional and the def2-TZVPD basis.

Geometry as XYZ:
```
43
Properties=species:S:1:pos:R:3
C -2.746 0.369 -2.632
C -2.457 -0.848 -2.019
C -1.651 -0.866 -0.842
C -1.297 0.349 -0.209
C -1.446 1.488 -1.009
C -2.236 1.538 -2.166
C -1.455 -2.254 -0.310
C -0.133 -3.086 -0.306
N 1.225 -2.605 -0.443
Mo -0.800 1.233 2.059
C -0.734 2.730 -0.575
P 0.721 2.095 0.413
H -2.862 -1.760 -2.419
H -2.433 2.514 -2.615
H -3.398 0.369 -3.507
H -1.367 3.353 0.088
H -0.311 3.319 -1.406
H -1.855 -2.254 0.706
H -2.134 -2.897 -0.886
H -0.135 -3.618 0.660
C 1.313 3.636 1.165
C 1.879 1.880 -0.964
H -0.239 -3.840 -1.110
C 1.581 -1.686 -1.494
C 2.058 -2.605 0.750
H 0.683 2.110 3.344
H 2.066 -2.226 -2.321
H 0.704 -1.178 -1.904
H 2.306 -0.943 -1.130
H 2.773 -3.447 0.721
H 2.647 -1.680 0.838
H 1.440 -2.732 1.650
H 2.054 2.874 -1.399
H 2.829 1.473 -0.599
H 1.472 1.216 -1.733
H 1.314 4.432 0.411
H 0.686 3.897 2.027
H 2.333 3.452 1.525
H 0.879 1.476 3.017
O -0.987 -0.100 4.054
C -0.815 -1.318 3.649
O -0.553 -1.744 2.492
H -0.917 -2.112 4.429
```

Charge   +2
Electronic energy   -31613.9201 eV
Expectation value of S²   2.40
Orbital gap (spin up / spin down)   6.754 / 6.368 eV
HOMO level (spin up / spin down)   -0.563 / -0.565 hartree
Spin multiplicity   3


[5]
The molecule C8H14NO3P in a non-equilibrium geometry. Source: the Open Molecules 2025 dataset; level of theory: the ωB97M-V functional and the def2-TZVPD basis.

Geometry as XYZ:
```
27
Properties=species:S:1:pos:R:3
H 4.759 -1.744 0.070
P 3.622 -1.336 0.669
C 2.918 -0.197 -0.388
C 1.558 0.385 -0.204
C 1.503 1.921 -0.347
C 0.998 -0.080 1.117
O 0.765 0.066 -1.456
C -0.067 -1.062 -1.573
O -0.172 -1.648 -2.672
N -0.661 -1.449 -0.394
C -1.753 -1.187 0.167
O -2.091 -1.592 1.330
C -2.688 -0.200 -0.364
C -2.894 1.054 0.477
H 3.408 -0.079 -1.358
H 2.061 2.063 -1.277
H 1.971 2.505 0.484
H 0.481 2.192 -0.390
H -0.023 0.201 1.220
H 1.567 0.342 1.909
H 0.893 -1.107 1.217
H -1.354 -2.196 1.666
H -2.303 -0.077 -1.441
H -3.637 -0.674 -0.559
H -3.373 1.796 -0.095
H -2.012 1.358 0.889
H -3.476 0.747 1.301
```

Charge   0
Electronic energy   -25441.9318 eV
ΔE to the lowest compared entry with this formula, charge and spin   221.4 kJ/mol
SMILES   [H]/P=C/C(C)(C)OC(=O)/N=C(/O)CC
Orbital gap   9.474 eV
HOMO level   -0.354 hartree


[6]
A 3-piece molecular cluster, C23H45I2N4O5Si overall in a non-equilibrium geometry. Source: the Open Molecules 2025 dataset; level of theory: the ωB97M-V functional and the def2-TZVPD basis.

Geometry as XYZ:
```
80
Properties=species:S:1:pos:R:3
C 5.164 -0.401 0.507
C 3.778 -0.280 -0.172
O 3.789 -0.520 -1.584
C 3.864 0.647 -2.361
C 3.159 0.500 -3.708
O 1.707 0.605 -3.648
C 1.273 1.776 -3.191
C 1.379 2.981 -3.954
C 1.942 3.028 -5.358
C 0.936 4.141 -3.363
C 0.396 4.045 -2.052
C -0.071 5.324 -1.365
I -2.061 5.780 -2.040
C -0.001 5.196 0.178
C -0.636 6.457 0.831
I 2.057 5.104 0.840
N 0.269 2.931 -1.391
N 0.715 1.852 -1.993
C 0.555 0.584 -1.226
C -0.733 -0.113 -1.765
O -1.312 -0.957 -0.800
Si -2.690 -0.321 -0.033
C -2.740 1.566 0.062
C -4.322 -0.913 -0.775
C -2.665 -0.996 1.743
H 5.484 0.568 0.919
H 5.928 -0.873 -0.119
H 5.028 -1.041 1.387
H 3.342 0.690 0.126
H 3.115 -1.059 0.270
H 3.564 1.565 -1.818
H 4.934 0.812 -2.609
H 3.636 1.171 -4.431
H 3.367 -0.522 -4.052
H 1.082 3.177 -6.033
H 2.562 3.924 -5.468
H 2.425 2.110 -5.687
H 0.993 5.101 -3.873
H 0.641 6.102 -1.670
H -0.510 4.276 0.477
H -0.386 7.313 0.187
H -1.721 6.367 0.933
H -0.164 6.648 1.799
H 1.431 -0.063 -1.322
H 0.450 0.815 -0.160
H -0.412 -0.746 -2.609
H -1.410 0.653 -2.181
H -3.479 1.820 0.836
H -3.147 1.983 -0.875
H -1.780 2.054 0.278
H -5.120 -0.459 -0.163
H -4.468 -2.018 -0.693
H -4.487 -0.561 -1.805
H -2.928 -2.061 1.689
H -1.628 -0.892 2.096
H -3.364 -0.414 2.353
C 0.911 -1.575 2.791
C 2.350 -1.998 2.968
O 3.140 -2.018 2.032
N 2.745 -2.360 4.211
C 1.954 -2.398 5.429
H 0.740 -1.316 1.748
H 0.241 -2.392 3.059
H 0.695 -0.702 3.408
H 3.715 -2.632 4.264
H 2.404 -1.734 6.167
H 1.952 -3.416 5.820
H 0.930 -2.086 5.249
C -3.909 -6.116 0.311
C -4.415 -4.991 1.182
O -4.878 -3.962 0.711
N -4.339 -5.159 2.527
C -3.825 -6.303 3.260
H -4.033 -5.842 -0.733
H -2.850 -6.294 0.502
H -4.478 -7.026 0.502
H -4.693 -4.375 3.053
H -4.617 -6.707 3.891
H -2.997 -5.978 3.892
H -3.475 -7.080 2.590
```

Charge   +1
Electronic energy   -64852.8427 eV
Orbital gap   7.227 eV
HOMO level   -0.410 hartree


[7]
C37H33Cl2N6O8S4Sc as an isolated structure in a non-equilibrium geometry. Source: the Open Molecules 2025 dataset; level of theory: the ωB97M-V functional and the def2-TZVPD basis.

Geometry as XYZ:
```
91
Properties=species:S:1:pos:R:3
Sc -0.773 0.062 -0.320
N 1.091 -2.974 -3.208
C 0.312 -2.027 -2.570
S -0.164 -2.406 -0.938
N 0.034 -0.983 -3.287
N -0.737 -0.027 -2.611
C -1.178 0.873 -3.399
C -2.015 2.019 -3.041
C -2.485 2.824 -4.079
C -3.313 3.908 -3.849
C -3.690 4.184 -2.533
C -3.234 3.402 -1.488
C -2.373 2.320 -1.719
O -1.916 1.620 -0.713
H 1.596 -3.589 -2.593
H 1.603 -2.625 -4.002
H -0.926 0.758 -4.452
H -2.184 2.576 -5.093
H -3.663 4.521 -4.669
H -4.352 5.017 -2.323
H -3.531 3.591 -0.463
N 0.418 -0.791 1.803
C -0.310 -1.524 2.761
C -0.735 -2.828 2.500
C -1.521 -3.504 3.417
C -1.902 -2.907 4.618
C -1.460 -1.619 4.888
C -0.664 -0.940 3.973
H 0.819 0.059 2.185
H 1.179 -1.327 1.390
H -0.450 -3.302 1.568
H -1.854 -4.509 3.182
H -2.525 -3.438 5.327
H -1.725 -1.136 5.822
H -0.308 0.060 4.196
C 2.387 -4.564 2.695
O 2.589 -3.213 2.303
C 3.735 -2.858 1.662
S 4.961 -3.997 1.430
S 3.747 -1.206 1.267
H 1.408 -4.563 3.174
H 3.164 -4.892 3.385
H 2.394 -5.227 1.831
Cl -0.358 5.849 0.400
C -0.926 4.434 1.255
C -2.141 4.462 1.908
C -2.556 3.311 2.551
C -1.739 2.194 2.507
N -0.565 2.167 1.873
C -0.163 3.279 1.250
H -2.748 5.358 1.893
H -3.513 3.265 3.054
H -2.058 1.264 2.962
H 0.772 3.230 0.699
C 5.352 3.228 -3.899
C 5.818 2.640 -2.598
C 7.003 3.036 -1.999
C 7.395 2.488 -0.787
Cl 8.911 3.010 -0.054
C 6.615 1.545 -0.153
C 5.418 1.144 -0.735
C 5.028 1.684 -1.952
O 3.902 1.328 -2.626
C 2.884 0.586 -1.959
C 2.059 1.441 -1.021
O 2.363 2.583 -0.742
O 1.033 0.798 -0.546
H 6.093 3.925 -4.292
H 4.404 3.755 -3.766
H 5.169 2.449 -4.642
H 7.628 3.781 -2.480
H 6.923 1.114 0.791
H 4.822 0.399 -0.226
H 3.279 -0.275 -1.415
H 2.223 0.211 -2.737
O -3.690 -2.917 -2.521
C -3.731 -2.351 -1.453
N -3.364 -1.037 -1.208
S -3.612 -0.650 0.293
O -4.512 0.440 0.536
O -2.292 -0.509 0.985
C -4.268 -2.174 0.872
C -4.721 -2.541 2.124
C -5.159 -3.851 2.271
C -5.140 -4.739 1.192
C -4.686 -4.336 -0.059
C -4.247 -3.034 -0.200
H -4.709 -1.850 2.958
H -5.511 -4.190 3.238
H -5.479 -5.758 1.338
H -4.656 -5.006 -0.910
```

Charge   -2
Electronic energy   -153321.1562 eV
ΔE to the lowest compared entry with this formula, charge and spin   0.0 kJ/mol
Orbital gap   6.256 eV
HOMO level   -0.087 hartree


[8]
A 2-piece molecular cluster, C5H8O overall in a non-equilibrium geometry. Source: the Open Molecules 2025 dataset; level of theory: the ωB97M-V functional and the def2-TZVPD basis.

Geometry as XYZ:
```
14
Properties=species:S:1:pos:R:3
C -0.308 -1.792 -0.611
C 0.420 -1.014 -1.390
O 0.928 -0.504 -2.315
H -0.230 -1.897 0.460
H -0.961 -2.436 -1.180
C 1.294 0.531 0.206
C 0.111 1.132 0.089
C -1.027 0.866 1.000
H 1.456 -0.256 0.940
H 2.137 0.821 -0.404
H -0.035 1.964 -0.598
H -0.765 1.640 1.723
H -2.027 1.060 0.599
H -0.993 -0.116 1.482
```

Charge   0
Electronic energy   -7359.6879 eV
ΔE to the lowest compared entry with this formula, charge and spin   247.7 kJ/mol
SMILES   C=C=O.C=CC
Orbital gap   9.869 eV
HOMO level   -0.324 hartree


[9]
An isolated ion of composition C5H11N4O2 and charge +1 in a non-equilibrium geometry. Source: the Open Molecules 2025 dataset; level of theory: the ωB97M-V functional and the def2-TZVPD basis.

Geometry as XYZ:
```
22
Properties=species:S:1:pos:R:3
C 2.824 -0.444 0.091
N 1.487 -0.086 -0.180
C 0.791 1.057 0.068
N 1.368 2.192 0.349
C -0.693 1.121 0.182
O -1.042 2.393 0.570
C -1.614 0.132 -0.039
N -2.975 0.000 0.045
N -0.895 -1.052 -0.305
C -1.287 -2.127 -0.834
O -0.601 -3.199 -0.731
H 3.633 0.000 -0.662
H 3.229 0.161 0.926
H 2.844 -1.486 0.301
H 0.837 -0.938 -0.376
H 0.666 2.962 0.599
H 2.201 2.750 0.272
H -2.013 2.354 0.548
H -3.520 0.520 0.707
H -3.228 -1.005 0.156
H -2.202 -2.172 -1.515
H 0.188 -3.135 -0.173
```

Charge   +1
Electronic energy   -15410.7607 eV
ΔE to the lowest compared entry with this formula, charge and spin   141.1 kJ/mol
SMILES   C/[NH+]=C(N)/C(O)=C(N)\N=C\O
Orbital gap   8.466 eV
HOMO level   -0.438 hartree


[10]
C5H12NO2 as an isolated structure in a non-equilibrium geometry. Source: the Open Molecules 2025 dataset; level of theory: the ωB97M-V functional and the def2-TZVPD basis.

Geometry as XYZ:
```
20
Properties=species:S:1:pos:R:3
C 1.420 0.325 -0.926
N 1.125 0.676 0.516
C -0.032 0.074 0.442
C -0.437 -0.949 1.497
O -1.603 -1.664 1.104
C -1.219 0.677 -0.308
O -2.212 -0.150 -0.686
C 0.816 -0.876 -1.812
H 1.246 1.075 -1.711
H 2.462 -0.005 -0.959
H 0.257 2.600 2.531
H 0.726 2.056 2.639
H -0.667 -0.404 2.405
H 0.407 -1.614 1.607
H -1.983 -1.172 0.284
H -0.833 1.388 -1.048
H -1.574 1.312 0.554
H 0.750 -1.799 -1.216
H -0.128 -0.622 -2.248
H 1.478 -0.927 -2.666
```

Charge   -1
Electronic energy   -10960.8571 eV
ΔE to the lowest compared entry with this formula, charge and spin   591.7 kJ/mol
Orbital gap   7.285 eV
HOMO level   -0.119 hartree